Here is a single C6H10O molecule from the Open Molecules 2025 dataset. Energies are from wB97M-V/def2-TZVPD.

Calculated values
Charge   0
E_LUMO   0.920 eV
Largest force on an atom   0.5 eV/Å
Highest occupied orbital energy   -0.3211 Eh
HOMO-LUMO gap   9.6562 eV
SMILES   C=CCC/C=C\O
Energy relative to the best compared isomer or geometry (same formula, charge and spin)   166.79 kJ/mol

Last column: Löwdin charge in e.
Cartesian coordinates (Å):
C (-0.41, -1.82, -0.16)  0.00
C (-1.34, -0.87, -0.19)  -0.19
C (-1.24, 0.43, 0.56)  -0.20
C (-0.41, 1.30, -0.41)  -0.20
C (1.03, 0.89, -0.60)  -0.11
C (1.76, 0.02, 0.10)  -0.22
O (1.60, -0.35, 1.41)  -0.04
H (0.30, -1.90, 0.65)  0.05
H (-0.31, -2.56, -0.95)  0.06
H (-2.07, -0.89, -0.99)  0.10
H (-2.22, 0.90, 0.70)  0.11
H (-0.78, 0.32, 1.55)  0.10
H (-0.84, 1.08, -1.39)  0.11
H (-0.56, 2.38, -0.27)  0.11
H (1.44, 1.14, -1.57)  0.10
H (2.59, -0.52, -0.36)  0.12
H (1.45, 0.45, 1.92)  0.10